No. 1
23
Properties=species:S:1:pos:R:3:forces:R:3:mulliken_charge:R:1 method="wB97M-V/def2-TZVPD" energy_ev=-17073.04757 largest_force_ev_per_a=2.8 charge=0 de_lowest_kcal_mol=8.49 molar_mass_g_mol=239.10
H 3.034 0.959 0.062 0.7 -0.6 0.2 0.4340
C 2.047 1.097 0.461 0.2 1.8 -1.8 -1.4466
H 0.654 -0.807 -2.122 0.9 0.6 -0.2 0.3305
H -0.154 2.038 1.105 -0.7 0.5 -0.2 0.3560
H -1.281 -1.763 -0.979 0.0 -0.3 -1.4 0.3828
H 1.918 2.228 0.230 -0.4 -1.6 0.5 0.3579
N -0.594 -0.340 1.911 0.5 1.1 -2.5 -0.6222
H -0.897 -1.118 2.404 -0.7 -1.9 1.6 0.2788
H -0.820 2.675 -0.501 -0.6 -1.3 1.6 0.2643
H 2.484 -0.448 -1.892 -0.1 0.5 -0.3 0.4471
H -0.850 0.236 -1.253 0.0 0.5 0.5 0.3639
C -0.899 1.843 0.310 0.1 0.8 0.1 -1.2989
C -0.398 0.530 -0.283 0.7 0.1 -1.1 0.4581
H -2.038 -2.181 0.469 -0.5 -0.5 0.3 0.4080
H -1.911 1.697 0.863 1.6 0.4 -1.6 0.3154
H 1.644 -1.698 -1.137 0.0 0.6 0.8 0.3089
C -0.718 -0.607 0.661 0.3 -0.3 1.7 0.6289
I -4.429 -0.481 -0.332 0.3 0.1 0.0 -0.6270
H 2.031 0.986 1.539 -0.5 -0.3 0.1 0.3479
H -0.351 -2.615 0.273 1.5 -1.8 0.2 0.4565
C 1.513 -0.630 -1.441 -0.6 -1.2 0.0 -1.4931
C 1.102 0.327 -0.392 -1.7 0.4 0.2 0.9536
C -1.086 -1.929 0.042 -1.2 2.2 1.0 -1.6046

=====

No. 2
24
Properties=species:S:1:pos:R:3:forces:R:3:mulliken_spin:R:1 method="wB97M-V/def2-TZVPD" energy_ev=-58925.76305 largest_force_ev_per_a=2.4 charge=0 de_lowest_kcal_mol=3.57 molar_mass_g_mol=216.17 multiplicity=5
H 1.348 2.158 2.718 -0.4 0.2 -0.5 0.0006
H 0.303 0.330 3.928 0.0 -0.3 0.2 -0.0012
C -1.543 1.088 -2.321 0.9 -1.0 0.5 0.0399
C 0.408 -0.506 3.233 -0.1 -0.4 0.0 -0.0112
H -0.349 2.321 2.020 0.8 -0.2 0.0 0.0014
H 1.087 2.468 0.954 0.0 -0.2 0.0 -0.0003
C -0.679 2.188 -2.042 0.7 -0.7 0.1 -0.0210
C 0.694 1.976 1.843 -0.5 -0.1 0.7 0.0047
H 1.392 -0.407 -2.490 0.0 0.5 0.3 -0.0089
H -0.581 -4.012 1.086 0.0 -0.3 -1.2 -0.0128
C 0.628 0.210 -1.990 -2.2 0.7 0.3 0.0222
C -0.819 -0.130 -2.249 1.3 1.6 -0.8 -0.0854
H 1.276 -1.144 3.476 -0.5 0.4 0.1 0.0043
H 1.527 2.249 -1.477 -0.6 -0.2 -0.4 0.0009
H -1.536 -4.036 -0.982 0.7 0.2 0.5 -0.0156
H -1.182 -1.067 -2.675 0.1 0.2 0.2 -0.0072
H 0.739 -4.060 -0.789 -0.9 -0.2 0.5 -0.0010
P -0.455 -3.429 -0.239 0.6 -0.1 0.6 -0.0470
H -0.507 -1.135 3.204 0.5 0.5 0.1 0.0106
H -2.594 1.154 -2.579 0.1 0.1 0.1 0.0028
S 0.690 0.179 1.590 0.2 -0.4 -0.4 -0.0445
C 0.627 1.686 -1.774 -0.5 -1.1 -0.8 0.0738
Mn 0.556 -1.311 -0.295 -0.7 1.4 -0.6 4.0955
H -1.031 3.230 -2.148 0.5 -0.6 0.5 -0.0007

=====

No. 3
22
Properties=species:S:1:pos:R:3:forces:R:3:mulliken_spin:R:1 method="wB97M-V/def2-TZVPD" energy_ev=-8971.65198 largest_force_ev_per_a=1.6 charge=0 de_lowest_kcal_mol=56.15 molar_mass_g_mol=112.20 multiplicity=2
C -1.195 0.163 -1.339 -1.3 0.4 -0.6 0.1686
C -0.194 -0.659 0.825 -0.2 -0.3 -0.9 0.1913
H 0.457 2.681 0.181 0.0 0.3 0.0 -0.4034
H 0.621 -3.255 -2.753 0.0 -0.1 0.0 -0.0006
C 0.618 1.525 1.935 -0.3 0.5 0.0 0.8215
C -0.078 -2.601 -2.248 0.2 -0.2 -0.4 -0.0116
H -0.144 3.485 1.581 -0.1 0.1 -0.1 -0.7050
H 1.657 -0.287 1.830 0.0 -0.1 0.3 -0.0407
C 0.376 -1.688 -1.406 -0.1 0.3 0.5 0.0742
H -1.891 0.885 -0.916 0.3 -0.1 0.5 -0.1842
N -0.070 2.561 1.070 0.3 -0.7 0.1 2.0403
H -1.026 2.231 0.819 -0.1 0.2 0.0 -0.2966
H 1.465 2.026 2.402 0.2 0.0 -0.3 -0.1780
H -0.078 1.340 2.747 -0.1 -0.3 0.1 0.0636
H 0.070 -1.671 1.115 0.1 -0.2 0.2 -0.0117
H 1.433 -1.651 -1.141 0.0 -0.1 -0.2 -0.0125
C -0.459 -0.706 -0.673 0.7 -0.1 0.1 -0.0670
H -1.282 0.162 -2.423 0.3 -0.3 0.1 -0.0158
H 1.642 0.505 0.344 -0.3 0.0 -0.4 -0.1288
H -1.128 -2.730 -2.490 0.1 0.2 0.1 -0.0007
C 0.983 0.266 1.177 0.3 -0.1 0.8 -0.1860
H -1.123 -0.448 1.356 0.1 0.4 0.1 -0.1170

=====

No. 4
22
Properties=species:S:1:pos:R:3:forces:R:3:mulliken_charge:R:1 method="wB97M-V/def2-TZVPD" smiles="C/C=C/C=C/CC[NH3+]" energy_ev=-8968.16171 largest_force_ev_per_a=1.8 charge=+1 de_lowest_kcal_mol=21.12 molar_mass_g_mol=112.20
H 1.555 -0.639 0.070 0.2 0.0 -0.4 0.3711
C -2.209 -3.670 1.474 -0.2 0.7 -1.4 -1.1540
N 1.151 3.211 -1.833 1.6 0.3 0.2 -0.3545
H 1.085 3.184 -2.850 -0.6 -0.2 0.0 0.3416
C -0.448 -0.357 0.527 -0.1 -0.8 -0.4 -0.1126
H 1.500 1.175 -2.073 -0.4 -0.4 0.4 0.4009
H 1.914 1.721 0.815 -0.1 0.3 0.4 0.2844
H -1.753 -3.987 2.403 -0.1 -0.3 0.1 0.2832
H 1.850 3.946 -1.684 -0.2 0.0 0.3 0.3674
C -1.862 -2.223 1.200 0.2 -0.8 1.1 -0.1409
H -1.914 -4.282 0.625 0.5 -0.2 0.2 0.3365
H -2.455 -1.538 1.807 0.0 0.3 -0.5 0.2821
H 0.283 2.196 0.331 -0.2 0.0 0.0 0.4203
C 1.730 1.868 -1.268 -0.6 0.8 -1.4 -0.5196
H 2.806 2.012 -1.364 0.0 0.0 0.7 0.3671
H 0.303 3.522 -1.364 -0.3 -0.2 -0.3 0.3460
H -1.280 0.290 0.800 0.3 0.2 -0.1 0.2539
H -0.066 -2.479 0.102 -0.2 0.0 0.0 0.2867
H -3.289 -3.784 1.465 -0.2 0.0 0.6 0.3461
C -0.779 -1.792 0.557 0.0 0.5 0.3 -0.3882
C 0.757 0.083 0.163 -0.7 0.5 0.6 -0.4158
C 1.118 1.543 0.098 1.2 -0.7 -0.3 -0.6014

=====

No. 5
22
Properties=species:S:1:pos:R:3:forces:R:3:mulliken_charge:R:1 method="wB97M-V/def2-TZVPD" smiles="C=C(/C=C/C)CC[NH3+]" energy_ev=-8966.98862 largest_force_ev_per_a=4.5 charge=+1 de_lowest_kcal_mol=48.18 molar_mass_g_mol=112.20
C 0.666 0.672 1.627 -0.4 -1.0 -0.3 -0.9700
H -1.191 1.739 -0.512 -0.9 -1.6 0.4 0.2692
C 2.136 -1.041 -0.499 0.7 1.3 -1.4 -0.6290
H -0.098 -1.550 -0.458 1.7 0.9 0.0 0.3902
H -4.278 0.746 0.282 0.2 -0.7 0.9 0.3091
C 0.104 0.266 0.461 -0.3 1.8 0.9 0.3643
H -4.215 -0.812 -0.600 0.7 0.4 0.7 0.3347
H 1.586 0.258 2.013 0.4 -0.2 -0.2 0.2773
C -1.254 0.729 0.011 0.4 -0.2 0.4 -0.7572
H -2.180 -0.995 0.935 0.4 0.9 -1.0 0.3352
H 0.411 -0.454 -1.599 -0.2 1.1 -0.7 0.4386
H 2.236 1.029 0.138 1.4 -1.9 0.8 0.3499
H -3.712 0.700 -1.179 1.0 0.3 -1.1 0.3701
H 0.167 1.227 2.424 -0.3 0.1 -0.8 0.3265
C -3.621 0.087 -0.306 -2.7 0.3 -0.7 -1.3606
H 2.575 -1.211 -1.507 -0.9 -1.1 0.7 0.3644
C -2.279 -0.122 0.228 0.7 0.7 0.4 0.2391
C 0.640 -0.654 -0.577 0.0 -3.1 1.0 -0.3761
N 2.934 0.264 -0.242 -2.7 3.1 -1.8 -0.3605
H 2.483 -1.792 0.220 -0.4 0.3 -0.1 0.3501
H 3.126 0.841 -1.138 0.4 -1.9 1.3 0.4216
H 3.764 0.074 0.280 0.7 0.5 0.6 0.3132

=====

No. 6
22
Properties=species:S:1:pos:R:3:forces:R:3:mulliken_charge:R:1 method="wB97M-V/def2-TZVPD" smiles=CC[C@@]12C[C@]1(C)[N@@H+]2C energy_ev=-8966.32150 largest_force_ev_per_a=5.0 charge=+1 de_lowest_kcal_mol=63.56 molar_mass_g_mol=112.20
C 0.022 0.438 0.215 -0.9 -2.0 -0.1 0.5010
H 1.579 -1.775 -0.498 -1.4 -0.7 -0.1 0.2965
H -2.447 -0.129 2.022 -0.4 0.4 0.7 0.3314
C -0.994 -0.536 0.636 1.6 0.6 1.7 0.0767
H 0.220 0.241 2.258 -0.4 2.1 3.5 0.3322
H -2.905 -1.595 1.126 1.0 -0.3 0.5 0.3437
H 0.544 -2.735 -1.628 -0.5 1.8 0.5 0.3321
C 0.250 1.785 -0.307 2.1 1.0 0.6 -0.0374
H -0.356 2.040 -1.158 -0.7 0.2 0.0 0.3225
H 0.124 2.484 0.580 -0.4 -0.8 -1.1 0.2495
H 1.147 -1.066 1.466 0.1 -0.2 0.1 0.2296
H -3.161 -0.172 0.363 1.0 0.5 0.5 0.3305
C 1.741 1.980 -0.707 2.9 0.4 -0.4 -1.1588
H 2.518 1.509 0.008 -1.6 0.4 -0.9 0.2992
N -0.339 -0.900 -0.599 -1.0 0.0 -1.5 0.0852
H 2.080 3.054 -0.697 -0.9 -0.8 0.2 0.3575
C 0.382 -0.314 1.450 -1.6 -1.9 -4.4 -0.7365
H 0.207 -2.912 -0.028 -0.3 0.2 1.2 0.3422
C -2.415 -0.615 1.074 -1.2 -0.2 -1.7 -1.2972
H 2.110 1.691 -1.755 -1.2 -0.1 1.4 0.2808
C 0.506 -2.112 -0.673 2.6 -0.7 -1.5 -0.8705
H -0.988 -0.763 -1.415 1.1 0.0 0.8 0.3898